1.
53
Properties=species:S:1:pos:R:3:forces:R:3 method="wB97M-V/def2-TZVPD" energy_ev=-67153.954 charge=+2 lumo_ev="-8.69 / -9.83" relative_energy_kj_mol=188.75 homo_ev="-15.073 / -15.073" multiplicity=2 homo_lumo_gap_ha="0.2346 / 0.1928"
Mo -0.49429 -0.02095 -0.71372 -0.2 -0.5 -1.1
O 0.28010 -2.78454 -3.71575 -0.2 0.1 0.0
C -0.26273 -2.13077 -2.85844 0.0 0.1 0.1
O 0.33398 -1.51033 -1.88071 -0.1 0.0 0.2
C -1.74504 -1.90786 -2.84130 0.1 0.0 -0.1
C -2.63878 -2.43253 -3.76256 -0.1 0.0 0.0
C -3.96168 -2.03443 -3.69215 0.0 -0.1 -0.1
C -4.34684 -1.11600 -2.71730 -0.1 0.0 0.1
C -3.38942 -0.64703 -1.84480 -0.1 -0.1 -0.1
N -2.11635 -1.05259 -1.90480 0.2 0.1 -0.1
C -3.53114 0.35176 -0.77343 0.0 0.1 0.3
O -4.64723 0.89016 -0.40847 0.1 0.0 0.0
O -2.49446 0.67636 -0.17920 0.3 0.0 0.1
H 1.78090 -2.35977 -4.09662 1.1 0.2 0.0
H -2.27499 -3.11909 -4.51584 0.0 0.0 0.0
H -4.68853 -2.41417 -4.39777 0.0 0.0 0.0
H -5.37482 -0.77972 -2.66772 0.0 0.0 0.0
H -5.42309 0.60080 -0.91337 0.0 0.0 0.0
C 0.86718 -2.08101 2.28691 0.0 0.1 0.0
C 0.17210 -2.47065 1.00641 0.0 -0.4 0.1
C -0.82308 -3.59785 1.15102 0.0 0.0 0.0
O -0.55348 -1.27872 0.50630 0.0 0.4 0.3
H 1.46625 -2.93313 2.60930 0.0 0.0 0.0
H 0.15025 -1.83870 3.07049 0.0 0.0 0.0
H 1.54521 -1.24435 2.12856 0.0 0.0 0.0
H 0.89361 -2.66776 0.20874 0.0 0.1 0.0
H -1.51642 -3.40785 1.96995 0.0 0.0 0.0
H -0.27874 -4.51646 1.36772 0.0 0.0 0.0
H -1.38177 -3.75432 0.22783 0.0 0.0 0.0
F 2.83223 5.91623 3.66993 0.0 0.0 0.0
C 2.23150 4.78713 3.56952 0.0 0.1 0.1
C 2.41619 4.00254 2.43559 0.0 -0.1 -0.1
N 1.80196 2.83595 2.33439 0.0 0.2 -0.1
C 1.95486 2.02354 1.11786 0.0 0.0 0.1
C 0.88494 2.44123 0.10658 -0.6 0.0 -0.5
O 1.02750 3.41019 -0.55631 0.0 0.2 0.1
O -0.29287 1.70497 0.00655 0.8 -0.1 0.9
C 0.87895 2.33645 3.34121 0.0 -0.1 0.0
O 0.30296 1.31098 3.14056 0.0 0.0 0.0
N 0.76277 3.11839 4.45413 0.0 0.0 0.0
C 1.35339 4.36445 4.68792 0.0 0.0 0.0
O 1.17251 5.01614 5.66786 0.0 0.0 0.0
H 3.06275 4.32821 1.62754 0.0 0.0 0.0
H 1.93780 0.97444 1.37767 -0.1 0.1 0.1
H 2.90931 2.27783 0.66248 0.0 -0.2 -0.1
H 0.14695 2.76908 5.18233 0.0 0.0 0.0
F 1.35439 0.03321 -0.47553 -0.3 0.0 0.0
Sb 3.28202 -0.08169 -2.64567 0.1 0.1 0.1
F -0.37583 0.80074 -2.36251 -0.1 0.2 -0.3
F 3.72654 1.06150 -1.13485 0.0 0.2 0.1
F 3.33238 -1.56719 -1.46440 0.0 -0.1 0.0
F 5.06380 -0.28114 -3.18968 0.1 0.0 0.0
F 2.68629 -2.00164 -4.20249 -1.0 -0.4 -0.1

2.
40
Properties=species:S:1:pos:R:3:forces:R:3 method="wB97M-V/def2-TZVPD" energy_ev=-50916.525 lumo_ev=0.01 relative_energy_kj_mol=345.84 homo_ev=-8.268 smiles="CN(C)[C@H](c1ccccc1)C1(F)S(=O)(=O)c2ccccc2S1(=O)=O" multiplicity=1 homo_lumo_gap_ha=0.3042
C -2.62414 -1.43398 1.30655 -0.1 0.1 -0.1
N -1.19285 -1.54410 1.50519 -0.2 0.4 1.0
C -0.81620 -2.69401 2.29144 0.2 -0.2 0.2
C -0.30334 -1.02193 0.50645 -0.3 -2.4 -0.6
C 1.14391 -1.46046 0.78612 0.1 0.4 0.2
C 1.54054 -2.73895 0.37583 0.0 0.3 0.1
C 2.80838 -3.21634 0.69167 -0.1 0.2 -0.1
C 3.72679 -2.36340 1.31860 0.0 0.0 0.0
C 3.35104 -1.07215 1.69181 -0.3 -0.1 0.0
C 2.03448 -0.64085 1.48748 0.2 -0.7 0.2
H -3.09324 -2.30704 1.76753 -0.1 0.2 -0.2
H -3.02476 -0.54073 1.80337 -0.1 -0.1 -0.1
H -2.89777 -1.39810 0.24767 0.0 -0.1 0.1
H -1.62185 -2.87798 3.01477 0.4 0.1 -0.1
H -0.69458 -3.60364 1.67814 0.0 0.0 0.2
H 0.11235 -2.52136 2.84997 -0.2 -0.1 -0.2
H -0.55598 -1.45707 -0.48791 0.1 0.3 0.2
H 0.81275 -3.35382 -0.16002 0.3 0.1 0.1
H 3.06322 -4.24932 0.43903 0.1 0.4 0.0
H 4.73893 -2.71843 1.52377 -0.3 0.1 -0.1
H 4.05282 -0.37710 2.16043 -0.2 -0.4 -0.1
H 1.71386 0.29979 1.92169 0.2 -0.2 -0.3
F -0.19647 1.06438 1.59463 -0.3 0.0 -1.0
C -0.41921 0.45207 0.37017 0.0 2.5 0.6
S 0.82479 1.02339 -0.87388 1.6 0.4 -0.6
O 1.99503 1.56900 -0.21706 -0.9 -0.4 -0.5
O 0.92881 -0.05222 -1.83691 0.0 0.8 0.5
C 0.00234 2.39603 -1.67182 -0.5 -0.4 -0.1
C -1.32386 2.58618 -1.33890 0.4 -0.6 -0.2
C -2.10149 3.51472 -2.03498 -0.1 -0.1 0.1
C -1.53993 4.18431 -3.12643 0.0 -0.1 0.4
C -0.20441 3.96346 -3.48086 0.2 -0.2 0.4
C 0.58532 3.09048 -2.72905 0.0 -0.1 0.0
S -2.00447 1.29308 -0.27693 -1.5 0.2 0.0
O -2.68235 0.36285 -1.16598 0.7 0.8 0.7
O -2.71021 1.93758 0.81387 0.7 -0.8 -0.8
H -3.13476 3.67101 -1.73049 0.2 0.0 -0.2
H -2.15274 4.87757 -3.70279 0.2 -0.2 0.2
H 0.23357 4.46964 -4.34137 -0.2 -0.1 0.3
H 1.62570 2.88746 -2.97080 -0.2 0.2 -0.1

3.
38
Properties=species:S:1:pos:R:3:forces:R:3 method="wB97M-V/def2-TZVPD" energy_ev=-36810.283 lumo_ev=0.62 relative_energy_kj_mol=114.02 homo_ev=-8.505 smiles="O=C(CCN1C(=O)COc2ccccc21)NCc1cccs1" multiplicity=1 homo_lumo_gap_ha=0.3352
O -3.75577 0.54303 -0.72467 -0.5 0.2 0.2
C -2.67082 0.03043 -0.87064 0.3 -0.7 -0.2
N -1.61826 0.66830 -1.43480 0.3 0.2 -0.2
H -0.71962 0.21493 -1.47994 -0.1 -0.1 0.0
C -1.67734 2.06707 -1.82086 -0.1 -0.1 0.0
C -0.78730 2.91475 -0.97323 -0.2 0.2 0.2
C 0.54235 3.16270 -1.15345 -0.3 0.0 -0.1
C 1.09284 3.97139 -0.13624 0.1 0.1 0.2
C 0.17156 4.31669 0.80074 -0.3 0.0 0.1
S -1.37818 3.66672 0.46439 0.5 0.0 -0.4
H 0.31260 4.92099 1.67466 0.1 0.1 0.2
H 2.12279 4.27948 -0.10808 0.2 0.1 0.0
H 1.10560 2.79508 -1.99462 0.1 -0.1 -0.2
H -1.38741 2.15792 -2.87422 -0.1 0.1 0.1
H -2.72143 2.36594 -1.70190 0.1 0.0 -0.2
C -2.37854 -1.41302 -0.47729 -0.1 0.1 0.2
H -1.74977 -1.88153 -1.23574 0.0 -0.1 0.0
C -1.72119 -1.49605 0.90793 -0.3 0.0 0.0
N -0.34788 -1.02519 0.91616 -0.1 -0.2 0.0
C -0.10616 0.22715 1.39597 0.4 0.2 0.2
O -0.97499 0.94590 1.83622 0.0 0.1 0.1
C 1.33799 0.69149 1.28004 -0.2 0.5 -0.1
H 1.46567 1.13971 0.27960 -0.1 -0.1 0.2
O 2.29970 -0.31488 1.48858 0.0 -0.5 0.2
C 2.02273 -1.50638 0.88394 0.1 -0.1 -0.2
C 3.08061 -2.36722 0.63180 -0.2 0.2 0.1
C 2.85433 -3.59674 0.04122 0.0 0.0 0.0
C 1.56629 -3.96368 -0.30322 0.0 -0.1 0.0
C 0.50287 -3.11658 -0.04140 0.0 0.0 0.0
C 0.71086 -1.88067 0.56163 0.4 0.0 0.0
H -0.49185 -3.43855 -0.30011 -0.1 0.0 0.0
H 1.37828 -4.91792 -0.77011 0.0 -0.1 0.0
H 3.68198 -4.26078 -0.15166 0.1 -0.1 0.0
H 4.07118 -2.05056 0.91560 0.1 0.1 0.0
H 1.52062 1.46732 2.02608 -0.1 -0.1 -0.1
H -2.27641 -0.85674 1.59995 0.1 -0.2 -0.1
H -1.74414 -2.52388 1.27805 0.0 0.1 0.0
H -3.33379 -1.93661 -0.43040 0.0 0.0 -0.1

4.
39
Properties=species:S:1:pos:R:3:forces:R:3 method="wB97M-V/def2-TZVPD" energy_ev=-47644.757 lumo_ev=0.09 relative_energy_kj_mol=61.30 homo_ev=-8.664 smiles="NC(=O)c1cc(S(=O)(=O)N2CC=C(c3ccccc3)CC2)cs1" multiplicity=1 homo_lumo_gap_ha=0.3218
N -1.58814 -3.41860 1.54593 -0.1 -0.1 0.3
C -1.75763 -2.94168 0.28636 0.1 -0.1 0.3
O -2.82381 -2.97694 -0.28937 -0.2 0.0 -0.2
C -0.55552 -2.34261 -0.32330 0.4 0.3 -0.5
C 0.65932 -2.01456 0.21688 -0.5 -0.3 0.0
C 1.51868 -1.42455 -0.72531 0.7 0.2 -0.1
C 0.96330 -1.32573 -1.96416 -0.3 -0.2 0.0
S -0.64049 -1.91993 -1.99953 0.4 0.0 0.4
H 1.43727 -0.95098 -2.84924 0.1 0.1 -0.2
S 3.16776 -0.85530 -0.32227 0.0 -0.1 0.0
O 3.66328 -1.71718 0.70941 -0.3 0.0 0.2
O 3.89893 -0.72474 -1.54528 -0.3 0.2 -0.2
N 3.03799 0.66166 0.33882 0.4 -0.9 -0.3
C 2.69677 1.73655 -0.55816 -0.1 0.4 -0.5
C 1.19373 1.82453 -0.85924 0.1 0.0 0.1
C 0.32851 1.36172 0.28663 0.3 0.1 0.2
C 0.87070 0.90973 1.41896 0.0 0.3 -0.1
C 2.34616 0.73448 1.60337 -0.1 -0.1 0.4
H 2.56694 -0.19177 2.13781 0.0 0.2 0.2
H 2.76956 1.56477 2.18487 0.0 -0.1 0.0
H 0.25411 0.63921 2.26265 -0.2 0.0 0.1
C -1.12779 1.37684 0.06849 -0.3 -0.1 0.0
C -1.72912 2.26921 -0.81858 0.1 0.0 0.0
C -3.09177 2.23261 -1.04969 -0.1 0.0 -0.1
C -3.88651 1.29799 -0.40951 0.0 0.0 0.0
C -3.30676 0.40653 0.47693 -0.1 0.0 0.1
C -1.94691 0.44858 0.71424 0.0 0.1 0.0
H -1.51106 -0.26698 1.39448 0.1 -0.1 0.0
H -3.91308 -0.33581 0.97293 -0.1 -0.1 0.0
H -4.94791 1.26178 -0.60163 -0.1 0.0 0.0
H -3.53386 2.93696 -1.73918 0.0 0.1 -0.1
H -1.13658 3.01344 -1.32799 0.1 0.0 -0.1
H 0.95627 2.86467 -1.09196 0.0 0.0 -0.1
H 0.94427 1.23179 -1.74329 0.0 0.1 0.0
H 3.26675 1.57262 -1.47285 0.0 0.3 0.0
H 3.04101 2.66447 -0.09035 0.0 -0.1 0.0
H 0.95916 -2.17822 1.23541 0.0 -0.1 0.3
H -0.67863 -3.52672 1.95594 0.0 0.0 0.0
H -2.36490 -3.89783 1.97077 0.0 0.0 0.0

5.
41
Properties=species:S:1:pos:R:3:forces:R:3 method="wB97M-V/def2-TZVPD" energy_ev=-80252.547 charge=-1 lumo_ev=1.22 relative_energy_kj_mol=157.86 homo_ev=-4.189 multiplicity=1 homo_lumo_gap_ha=0.1989
Pt -0.04288 0.25630 0.17527 1.1 -0.2 -0.4
S 3.41896 0.06151 -2.10912 -0.6 -0.1 0.1
Sb 1.19451 -0.25862 -2.59279 0.9 0.1 -1.2
S -0.10465 1.62403 -1.69341 0.0 -1.2 0.2
S 0.21846 -1.89299 -1.10090 -0.2 2.0 1.0
S 0.62474 -0.60832 -4.78547 0.0 0.0 0.6
Te -2.83123 0.58055 -0.34271 -1.2 -0.2 0.5
C -4.94076 0.52096 0.26875 0.6 0.1 -0.3
C -5.83485 1.16684 -0.57372 0.1 0.1 -0.2
C -7.19378 1.14774 -0.32098 -0.2 0.1 0.0
C -7.68057 0.48329 0.79104 -0.1 0.0 0.0
C -6.79815 -0.16783 1.63454 -0.1 -0.1 0.2
C -5.43937 -0.15968 1.36714 0.2 -0.1 0.1
C -2.49356 2.14506 1.07983 0.0 -0.2 -0.3
C -3.00569 2.07081 2.36859 0.0 -0.2 0.0
C -2.93881 3.16025 3.21839 -0.1 0.0 0.1
C -2.34347 4.33531 2.79316 0.0 0.1 0.0
C -1.78177 4.39588 1.52886 0.0 0.2 0.1
C -1.85447 3.30903 0.67806 0.0 0.0 -0.2
H -5.45384 1.68779 -1.44296 0.0 0.0 0.0
H -7.87096 1.65424 -0.99394 -0.1 0.0 0.0
H -8.74246 0.46461 0.99541 -0.1 0.0 0.0
H -7.17104 -0.69156 2.50406 0.0 -0.1 0.1
H -4.76632 -0.70164 2.01921 0.1 0.0 0.0
H -3.49144 1.16601 2.70024 -0.1 -0.1 0.0
H -3.37062 3.10064 4.20974 0.0 0.0 0.0
H -2.34047 5.20571 3.43432 0.1 0.0 0.1
H -1.31206 5.30791 1.19094 0.1 0.1 0.0
H -1.43483 3.36739 -0.31615 0.0 0.1 0.0
C -0.89941 -0.64056 3.66440 0.0 0.0 0.0
C 0.48070 -0.21163 3.32224 -0.2 -0.2 0.3
N 0.93687 -0.00252 2.10706 -0.7 -0.6 -0.3
C 2.26051 0.32025 2.21197 0.6 0.1 0.2
C 2.61097 0.31860 3.52634 0.2 0.1 -0.4
N 1.47990 -0.02417 4.22075 -0.4 0.0 -0.1
H -1.47128 -0.72221 2.73797 0.0 0.1 0.1
H -1.38333 0.07847 4.32628 0.0 0.0 0.0
H -0.89918 -1.61596 4.15213 0.0 0.0 0.0
H 2.87141 0.49524 1.34422 0.0 0.1 -0.2
H 3.54165 0.52610 4.01369 0.1 0.0 0.0
H 1.41213 -0.11837 5.22030 -0.1 0.0 -0.1

6.
42
Properties=species:S:1:pos:R:3:forces:R:3 method="wB97M-V/def2-TZVPD" energy_ev=-79102.807 lumo_ev=-0.16 relative_energy_kj_mol=0.00 homo_ev=-7.548 multiplicity=1 homo_lumo_gap_ha=0.2713
Ta 0.56876 -0.77140 -0.83328 0.0 -0.1 -0.1
S 2.80422 -1.88032 -1.64183 0.0 0.0 0.0
C 3.31858 -1.03186 -0.25083 -0.1 0.0 0.0
N 2.40025 -0.35134 0.40465 0.0 0.1 0.1
C 2.90736 0.32499 1.50697 0.0 0.0 0.0
C 2.19816 1.16141 2.36220 0.0 0.0 0.0
C 2.87807 1.75073 3.41142 0.0 0.0 0.0
C 4.24154 1.52344 3.60831 0.0 0.0 0.0
C 4.95624 0.70563 2.75058 0.0 0.0 0.0
C 4.27524 0.10998 1.69818 0.0 0.0 0.0
S 4.89933 -0.93641 0.44377 0.0 0.0 0.0
H 1.14599 1.34611 2.18659 0.0 0.0 0.0
H 2.34624 2.40573 4.08853 0.0 0.0 0.0
H 4.74976 1.99910 4.43619 0.0 0.0 0.0
H 6.01536 0.54048 2.89573 0.0 0.0 0.0
S 0.92942 0.45856 -2.92647 0.0 0.0 0.0
C -0.19544 1.80820 -3.00681 0.0 0.0 0.0
C -0.25713 2.58641 -4.16117 0.0 0.0 0.0
C -1.13082 3.65772 -4.23844 0.0 0.0 0.0
C -1.95377 3.96537 -3.16168 0.0 0.0 0.0
C -1.89683 3.19785 -2.01045 0.0 0.0 0.0
C -1.02103 2.11901 -1.92937 0.0 0.0 0.0
S -0.93138 1.16415 -0.45226 0.0 0.0 0.0
H 0.38623 2.33970 -4.99612 0.0 0.0 0.0
H -1.17154 4.25364 -5.14102 0.0 0.0 0.0
H -2.63748 4.80224 -3.21958 0.0 0.0 0.0
H -2.52879 3.42945 -1.16205 0.0 0.0 0.0
O -0.35726 -2.18190 -1.24205 0.0 0.1 0.0
C -2.94098 -4.15123 1.60992 0.0 0.0 0.0
N -1.75275 -3.31394 1.54607 0.0 0.0 0.0
C -1.69525 -2.04567 1.16317 0.0 0.0 0.0
S -0.29009 -1.12945 1.61408 0.0 0.0 0.0
N -2.68403 -1.47532 0.48611 0.0 0.0 0.0
C -3.47025 -2.16451 -0.53970 0.0 0.0 0.0
H -2.78895 -4.89475 2.38810 0.0 0.0 0.0
H -3.13890 -4.66103 0.66826 0.0 0.0 0.0
H -3.80267 -3.54426 1.88083 0.0 0.0 0.0
H -0.89841 -3.67114 1.94033 0.0 0.0 0.0
H -2.49505 -0.49790 0.27614 0.0 0.0 0.0
H -4.37615 -2.61597 -0.13992 0.0 0.0 0.0
H -2.85168 -2.91197 -1.03471 0.0 0.0 0.0
H -3.75414 -1.41951 -1.27839 0.0 0.0 0.0

7.
40
Properties=species:S:1:pos:R:3:forces:R:3 method="wB97M-V/def2-TZVPD" energy_ev=-48575.260 lumo_ev=-0.04 relative_energy_kj_mol=339.08 homo_ev=-7.978 smiles="C=CCn1c(-c2csc(-c3ccc(OC)c(OC)c3)n2)n[nH]c1=S" multiplicity=1 homo_lumo_gap_ha=0.2915
S -6.22769 -0.16163 2.14173 -0.6 -0.5 0.1
N -0.52133 0.96962 0.91832 -0.5 -0.6 0.3
N -3.46081 2.35187 2.83988 1.4 0.1 -0.8
O 4.88368 -1.15716 -1.94279 -0.3 -0.9 -0.3
O 2.63102 -2.68516 -0.91879 -0.2 -0.2 -0.9
S 0.81377 3.08790 1.33211 -1.0 0.0 0.4
C -4.82309 0.65399 2.36141 -0.8 0.3 -0.4
C 0.67433 1.46879 0.72196 -1.6 -0.2 0.7
C -2.78500 1.50477 2.07567 -1.7 0.4 0.6
C -4.89770 0.18853 -1.34301 2.1 0.5 1.5
C -0.84592 3.00223 1.89320 1.1 1.3 0.2
C -1.39322 1.81353 1.62229 0.6 -1.0 -0.7
C -3.67088 0.13894 -0.71032 -2.6 0.5 -1.4
C 3.88394 0.77246 -1.10349 -1.0 0.7 0.6
C 2.89108 1.44915 -0.37069 0.6 -0.5 -0.8
C 1.72304 -0.66844 -0.09804 0.8 1.0 -0.6
C 3.81112 -0.59543 -1.31684 0.8 0.6 0.4
C 2.75206 -1.32788 -0.81046 -1.7 0.3 1.1
C 1.78244 0.73085 0.10168 0.4 -0.2 -0.4
N -4.71168 1.83307 3.06908 0.9 -1.4 -1.5
N -3.61544 0.39813 1.76411 0.9 1.1 0.4
C 5.76267 -1.87464 -1.07320 0.6 -0.1 -0.2
C 2.42213 -3.11557 -2.29005 1.2 0.1 0.0
C -3.49542 -0.52494 0.63512 0.7 -1.0 -1.0
H -5.79909 -0.15380 -0.85526 0.1 -0.4 0.1
H -5.07622 0.74956 -2.25601 0.4 -0.2 -0.1
H -1.34153 3.80484 2.42054 0.3 0.1 -0.1
H -2.81677 0.61747 -1.19099 -0.1 -0.2 0.2
H 4.72073 1.30106 -1.54448 0.0 0.0 0.2
H 3.00538 2.53135 -0.23250 -0.3 -0.5 0.0
H 0.86081 -1.21317 0.24866 0.0 -0.2 0.1
H -5.55721 2.41868 3.09428 1.0 -0.2 0.4
H 6.52479 -1.16657 -0.74319 0.1 -0.1 0.1
H 6.23316 -2.68180 -1.65317 -0.1 0.3 0.1
H 5.29178 -2.31903 -0.19565 -0.4 0.1 -0.1
H 2.05131 -4.12521 -2.27763 -0.3 -0.3 0.3
H 1.71405 -2.48479 -2.84420 0.2 0.1 0.3
H 3.41254 -3.15174 -2.78647 -0.6 0.3 0.0
H -2.53878 -1.09069 0.60669 -0.4 0.7 0.6
H -4.26804 -1.28914 0.71051 -0.1 0.3 0.5

8.
40
Properties=species:S:1:pos:R:3:forces:R:3 method="wB97M-V/def2-TZVPD" energy_ev=-32199.710 lumo_ev="-0.68 / -0.76" homo_ev="-7.729 / -8.202" multiplicity=3 homo_lumo_gap_ha="0.2589 / 0.2736"
Pt -0.23492 0.45103 0.10006 0.1 0.1 -0.1
C -3.61668 -0.15815 2.92859 0.0 0.0 0.0
C -2.30731 0.01886 2.23469 0.1 0.0 0.1
N -2.16282 0.03656 0.95685 -0.1 0.0 0.0
N -3.20157 -0.17365 0.12574 0.3 -0.1 0.0
C -2.72052 -0.53030 -1.07391 -0.1 0.1 -0.1
O -1.49707 -0.66103 -1.35571 -0.2 -0.1 0.0
C -3.72244 -0.79606 -2.14366 0.0 0.0 0.1
C -5.08677 -0.82193 -1.86882 0.0 0.0 0.0
C -5.99342 -1.07048 -2.88700 0.0 0.0 0.0
C -5.54204 -1.28920 -4.18240 0.0 0.0 0.0
C -4.18187 -1.25927 -4.45858 0.0 0.0 0.0
C -3.27215 -1.01488 -3.44113 0.0 0.0 0.0
C -1.03880 0.05257 2.97131 -0.1 0.0 0.0
C -0.96492 0.11551 4.36106 0.0 0.0 0.0
C 0.27012 0.04882 4.97427 0.0 0.0 0.0
C 1.41200 -0.08876 4.19531 0.0 0.0 0.0
C 1.26496 -0.12998 2.82277 0.0 0.0 0.0
N 0.07444 -0.05636 2.22734 0.1 0.0 0.0
H -4.39939 -0.27999 2.18655 0.0 0.0 0.0
H -3.85257 0.71207 3.54620 0.0 0.0 0.0
H -3.60232 -1.03436 3.58019 0.0 0.0 0.0
H -5.42295 -0.64733 -0.85643 0.0 0.0 0.0
H -7.05395 -1.09337 -2.67165 0.0 0.0 0.0
H -6.25165 -1.48294 -4.97681 0.0 0.0 0.0
H -3.82937 -1.42371 -5.46845 0.0 0.0 0.0
H -2.20875 -0.98434 -3.63489 0.0 0.0 0.0
H -1.87226 0.21289 4.94012 0.0 0.0 0.0
H 0.34591 0.09781 6.05261 0.0 0.0 0.0
H 2.39484 -0.16668 4.63688 0.0 0.0 0.0
H 2.11765 -0.23475 2.16382 0.0 0.0 0.0
N 1.19284 2.26341 0.65023 0.1 0.0 -0.1
C 0.94511 3.15564 -0.49586 0.1 0.0 0.2
C 0.97842 2.34547 -1.79198 -0.6 -0.2 -0.1
O 1.20040 2.91258 -2.83817 0.2 0.0 0.0
O 0.68384 1.08168 -1.66310 0.3 0.1 0.0
H 1.13899 2.74731 1.53887 -0.1 0.0 0.0
H 2.12520 1.87001 0.56878 0.0 0.1 0.1
H 1.66286 3.97149 -0.57351 0.0 0.0 0.0
H -0.05498 3.57894 -0.38864 0.0 0.0 0.0